Entry 1:
72
Properties=species:S:1:pos:R:3:forces:R:3:mulliken_charge:R:1 method="wB97M-V/def2-TZVPD" spin_multiplicity=1 smiles="O=C1OCCO1.O=C1OCCO1.CNC(C)=O.CNC(C)=O.CNC(C)=O.ClCCCl.ClCCCl" charge=0
O -7.552 -23.835 -3.803 1.572 -0.098 0.113 -0.51
C -8.697 -23.627 -3.642 -1.174 0.052 -0.350 0.64
O -9.552 -23.403 -4.670 -0.211 0.222 0.185 -0.34
C -10.897 -23.517 -4.192 0.385 -0.690 0.472 -0.28
C -10.745 -23.342 -2.671 0.988 0.835 -0.607 -0.29
O -9.340 -23.602 -2.466 -0.098 -0.392 0.106 -0.32
H -11.506 -22.761 -4.667 -0.166 -0.035 -0.061 0.28
H -11.206 -24.538 -4.422 -0.394 0.174 -0.165 0.25
H -11.305 -24.030 -2.054 -0.237 0.069 0.030 0.28
H -10.856 -22.290 -2.406 -0.534 -0.148 0.286 0.26
O -0.219 -28.017 -3.039 0.260 -0.606 0.908 -0.48
C -0.246 -27.320 -3.982 -0.520 0.374 -1.030 0.63
O 0.712 -27.241 -4.934 0.384 -0.120 0.108 -0.37
C 0.392 -26.262 -5.895 -0.911 0.695 -0.511 -0.29
C -1.047 -25.829 -5.520 0.115 0.294 0.078 -0.23
O -1.298 -26.529 -4.305 -0.037 0.176 -0.113 -0.25
H 1.094 -25.431 -5.872 0.128 -0.067 0.238 0.26
H 0.375 -26.660 -6.907 0.310 -0.368 0.114 0.27
H -1.781 -26.091 -6.284 0.020 -0.293 0.169 0.27
H -1.166 -24.760 -5.329 0.241 -0.049 0.027 0.20
C -5.757 -15.237 0.854 0.641 0.465 0.255 -0.94
N -5.735 -16.658 0.650 -0.581 -0.213 0.131 -0.08
C -4.788 -17.461 1.177 0.749 0.014 -0.758 0.57
C -4.828 -18.883 0.690 -0.647 -0.774 -0.142 -0.79
O -3.888 -17.039 1.876 0.260 0.193 0.494 -0.66
H -5.396 -14.985 1.853 -0.224 -0.208 0.082 0.31
H -6.757 -14.838 0.717 -0.064 -0.047 -0.066 0.36
H -5.054 -14.717 0.192 -0.213 -0.072 -0.194 0.25
H -6.439 -17.081 0.071 0.013 0.065 -0.310 0.20
H -5.868 -19.218 0.596 0.135 -0.104 0.093 0.32
H -4.279 -19.572 1.325 -0.078 0.212 0.334 0.41
H -4.400 -19.036 -0.304 0.057 0.549 -0.051 0.09
C -4.433 -16.194 -2.739 1.145 0.527 -0.095 -0.96
N -4.684 -17.546 -3.149 -0.422 -0.592 -0.113 0.22
C -5.872 -18.150 -2.892 -0.690 0.592 0.183 0.80
C -6.184 -19.474 -3.542 0.361 -0.419 1.070 -0.66
O -6.715 -17.608 -2.176 0.400 -0.206 -0.128 -0.69
H -3.944 -16.119 -1.764 -0.411 -0.103 0.204 0.25
H -5.323 -15.577 -2.778 -0.171 -0.112 0.132 0.31
H -3.692 -15.778 -3.430 -0.206 0.045 -0.080 0.37
H -3.995 -17.985 -3.738 -0.204 -0.088 0.029 -0.07
H -5.593 -19.668 -4.433 -0.302 -0.073 -0.189 0.31
H -7.264 -19.562 -3.623 -0.003 0.309 -0.697 0.35
H -5.996 -20.261 -2.796 0.368 0.170 -0.169 -0.24
C -6.631 -27.454 -1.670 -0.746 -0.429 0.406 -0.98
N -5.660 -27.554 -2.726 -0.298 0.633 0.140 -0.07
C -5.112 -28.745 -3.035 1.368 0.635 0.174 0.65
C -4.016 -28.802 -4.084 -0.701 -0.553 -0.368 -0.81
O -5.395 -29.746 -2.419 -0.670 -0.880 0.409 -0.64
H -7.574 -27.895 -2.009 -0.095 0.107 0.163 0.31
H -6.806 -26.426 -1.363 0.131 0.142 -0.339 0.31
H -6.345 -28.001 -0.772 0.253 -0.120 -0.139 0.32
H -5.391 -26.673 -3.120 0.427 -0.233 -0.370 0.19
H -4.314 -28.255 -4.981 0.302 0.122 0.003 0.31
H -3.973 -29.867 -4.310 0.100 0.065 -0.298 0.34
H -3.023 -28.532 -3.735 -0.144 0.429 0.225 0.05
Cl -5.089 -21.925 -0.969 -0.076 -0.148 -0.018 -0.20
C -3.892 -22.204 -2.252 0.184 0.838 -0.084 -0.35
C -3.958 -23.556 -2.899 0.244 -0.258 -0.357 0.06
Cl -3.915 -24.910 -1.745 0.104 0.101 0.033 -0.20
H -2.913 -21.955 -1.848 0.036 -0.487 0.294 0.31
H -4.039 -21.421 -3.000 -0.275 -0.210 -0.157 0.10
H -3.076 -23.650 -3.532 0.120 -0.051 0.027 0.11
H -4.816 -23.709 -3.549 -0.278 0.215 0.278 0.19
Cl 0.219 -20.716 -3.533 -0.149 -0.227 -0.181 -0.17
C 0.561 -19.555 -4.856 -0.434 -0.236 0.397 -0.39
C -0.461 -18.460 -4.872 -0.015 1.400 0.965 -0.56
Cl -2.160 -18.940 -5.128 0.226 -0.283 -0.398 -0.20
H 0.592 -20.074 -5.808 0.198 -0.183 0.070 0.31
H 1.520 -19.155 -4.548 0.162 0.253 -0.503 0.32
H -0.203 -17.648 -5.552 -0.081 -0.440 -0.512 0.39
H -0.480 -17.938 -3.912 0.074 -0.350 0.130 0.30

---

Entry 2:
95
Properties=species:S:1:pos:R:3:forces:R:3:mulliken_charge:R:1 method="wB97M-V/def2-TZVPD" spin_multiplicity=1 charge=-1
Cd -0.102 -1.278 -0.897 0.078 -0.080 -0.198 0.64
N 1.216 -4.441 -0.128 0.049 -0.121 0.060 -0.51
C 1.076 -4.705 -1.484 0.001 0.122 -0.013 0.69
C 2.201 -5.018 -2.252 -0.054 0.004 0.002 -0.64
C 2.079 -5.341 -3.592 -0.011 -0.017 -0.033 -0.51
C 0.828 -5.370 -4.194 0.027 0.012 0.026 -0.86
C -0.288 -5.047 -3.433 -0.038 0.001 0.013 -0.41
C -0.190 -4.700 -2.091 0.059 -0.043 0.121 0.38
C -1.415 -4.294 -1.335 0.052 0.033 -0.396 1.16
C -2.432 -5.238 -1.169 -0.023 -0.012 -0.019 -0.22
C -3.655 -4.881 -0.621 0.043 0.002 -0.018 -0.78
C -3.861 -3.562 -0.242 0.054 -0.014 -0.071 -0.69
C -2.834 -2.634 -0.386 -0.016 -0.131 0.069 0.12
C -1.576 -2.962 -0.924 -0.251 0.406 0.448 -1.80
H 2.084 -3.984 0.101 0.016 0.045 -0.001 0.25
H 0.441 -3.950 0.296 -0.046 0.055 0.009 0.20
H 3.177 -5.002 -1.780 0.001 0.000 -0.001 0.37
H 2.968 -5.568 -4.168 -0.005 -0.002 -0.006 0.36
H 0.723 -5.620 -5.242 0.002 0.003 -0.004 0.37
H -1.271 -5.033 -3.892 0.004 -0.011 -0.001 0.43
H -2.256 -6.259 -1.491 -0.015 -0.001 0.005 0.40
H -4.439 -5.621 -0.506 -0.003 -0.004 0.003 0.34
H -4.819 -3.248 0.160 -0.009 -0.024 0.013 0.52
H -3.016 -1.618 -0.048 0.059 0.037 -0.060 0.83
C -1.646 5.876 2.943 0.016 0.018 0.016 -1.78
C -0.889 6.003 1.628 0.010 -0.089 -0.049 0.56
C 0.249 7.001 1.770 0.032 0.003 0.055 -1.02
C 1.006 7.144 0.463 0.008 0.005 -0.040 -1.11
C 1.500 5.799 0.007 -0.035 -0.030 -0.006 1.04
C 2.631 5.680 -0.772 0.006 0.016 0.004 -0.82
C 3.055 4.428 -1.198 0.019 0.023 -0.018 -0.06
F 4.166 4.361 -1.970 -0.004 0.010 0.010 -0.39
C 2.388 3.287 -0.862 -0.038 -0.040 -0.012 -0.18
C 1.247 3.386 -0.061 0.008 -0.009 0.000 1.00
C 0.532 2.132 0.285 -0.133 -0.055 -0.093 -0.02
O 1.014 1.051 -0.025 0.189 -0.037 0.097 -0.35
C -0.718 2.320 0.982 0.054 0.123 -0.016 0.51
C -1.056 3.562 1.397 0.018 0.048 -0.032 -0.84
N -0.352 4.706 1.168 0.025 0.017 0.007 0.37
C 0.796 4.636 0.375 -0.081 0.076 0.087 -1.41
C -1.683 1.191 1.306 0.009 -0.130 0.094 -0.12
O -2.454 1.394 2.270 -0.019 -0.060 -0.079 -0.85
O -1.632 0.177 0.570 0.012 -0.069 0.044 -0.12
H -1.861 6.878 3.319 -0.002 -0.008 -0.001 0.44
H -1.041 5.350 3.684 0.001 0.012 -0.002 0.38
H -2.595 5.354 2.845 -0.006 -0.003 -0.007 0.52
H -1.576 6.383 0.860 0.001 -0.020 -0.014 0.09
H 0.923 6.658 2.562 -0.002 0.009 -0.003 0.31
H -0.171 7.958 2.084 0.010 0.005 -0.001 0.38
H 1.846 7.833 0.564 -0.002 0.005 0.014 0.42
H 0.336 7.568 -0.293 0.014 0.008 -0.010 0.33
H 3.192 6.560 -1.062 0.005 -0.008 -0.003 0.49
H 2.697 2.309 -1.209 -0.007 0.009 0.008 0.62
H -1.965 3.653 1.971 -0.022 -0.015 0.013 0.53
C 4.179 -0.895 1.498 0.012 0.016 0.009 -1.14
C 4.820 -0.025 0.630 0.027 0.017 0.016 -0.73
C 4.319 0.136 -0.645 -0.007 -0.006 0.000 -0.84
C 3.179 -0.574 -1.037 -0.092 -0.014 -0.118 0.33
N 2.576 -1.424 -0.201 0.017 0.099 0.093 0.25
C 3.061 -1.563 1.030 -0.035 -0.066 -0.031 -0.17
C 2.563 -0.360 -2.379 0.083 -0.027 0.075 2.13
C 3.389 0.044 -3.431 -0.001 -0.007 -0.054 -0.33
C 2.861 0.323 -4.681 0.008 -0.017 0.032 -0.82
C 1.495 0.186 -4.876 -0.014 -0.002 0.033 -0.67
C 0.689 -0.241 -3.827 -0.007 -0.079 -0.049 0.01
C 1.180 -0.529 -2.551 -0.020 0.043 0.088 -1.00
H 4.518 -1.041 2.515 0.005 -0.012 -0.007 0.40
H 5.687 0.541 0.951 0.005 -0.007 -0.002 0.40
H 4.778 0.842 -1.323 -0.004 0.007 -0.003 0.33
H 2.509 -2.230 1.683 -0.027 -0.008 -0.027 0.44
H 4.461 0.119 -3.286 0.005 0.010 0.000 0.44
H 3.510 0.632 -5.492 0.002 0.002 -0.002 0.36
H 1.060 0.405 -5.846 -0.004 -0.009 -0.001 0.43
H -0.373 -0.356 -4.025 -0.001 0.023 0.004 -0.06
N 0.073 -2.096 1.743 0.128 -0.209 0.111 -0.51
C -0.763 -1.795 2.486 0.021 0.240 -0.231 0.02
N -1.714 -1.441 3.312 0.043 -0.209 0.192 0.24
C -3.117 -1.750 3.066 -0.041 0.076 0.004 0.18
C -3.664 -2.435 4.304 0.021 0.005 -0.010 -0.81
O -3.461 -1.640 5.468 0.009 0.004 0.000 -0.40
C -2.084 -1.376 5.689 -0.103 0.020 0.032 -0.67
C -1.467 -0.649 4.510 0.053 0.069 -0.163 -0.55
H -3.204 -2.379 2.182 0.036 -0.028 0.065 -0.20
H -3.634 -0.807 2.879 -0.029 0.058 -0.053 0.14
H -3.176 -3.410 4.438 -0.009 0.004 -0.005 0.39
H -4.740 -2.586 4.217 -0.005 0.003 0.013 0.38
H -1.552 -2.321 5.867 0.020 -0.009 -0.011 0.34
H -2.029 -0.764 6.590 0.005 -0.006 0.002 0.35
H -0.392 -0.520 4.642 -0.014 -0.047 0.012 0.49
H -1.922 0.333 4.358 -0.031 0.009 0.032 0.24
Cl -2.534 0.381 -2.292 -0.161 0.114 -0.026 -0.02
C -3.146 -0.799 -3.441 0.034 -0.096 -0.013 0.09
Cl -4.920 -0.947 -3.390 0.052 0.012 -0.006 -0.21
H -2.720 -1.762 -3.174 -0.038 -0.019 -0.006 -0.25
H -2.871 -0.493 -4.444 -0.002 -0.022 -0.008 0.42

---

It is found that the relative energy (zero: lowest compared OMol25 entry of this formula, charge and spin) values, taken in the order of the records, are 0.0, 0.0 kcal per mole.